{"formula": "C44H37BCrN6O3PSSe", "method": "wB97M-V/def2-TZVPD", "e_lumo_ev": [4.18, 4.18], "homo_energy_ev": [-0.768, -0.771], "e_above_lowest_ev": 0.000, "spin_multiplicity": 4, "total_charge": -2, "symbols": ["H", "C", "C", "C", "H", "H", "H", "H", "H", "H", "C", "C", "H", "H", "H", "H", "C", "Se", "H", "B", "C", "H", "H", "C", "Cr", "C", "C", "H", "C", "H", "H", "H", "C", "C", "C", "H", "H", "H", "C", "O", "N", "H", "C", "H", "C", "H", "H", "H", "H", "C", "P", "C", "C", "C", "H", "S", "C", "C", "H", "C", "H", "C", "N", "N", "N", "C", "C", "C", "O", "C", "C", "N", "C", "C", "C", "H", "C", "C", "C", "C", "H", "C", "H", "C", "C", "H", "H", "C", "H", "C", "O", "N", "C", "C", "H"], "xyz": [[-3.572659, 2.792937, 2.701618], [0.854790, -4.784121, -2.092112], [1.730017, -1.217183, -2.577011], [1.970485, 1.999446, 1.538237], [0.760990, -1.321337, 5.890512], [5.112094, 1.453613, -2.423921], [0.015297, 3.845646, -3.405497], [-4.142436, 3.227201, 0.824338], [1.610708, -0.301224, -2.020242], [-1.783675, 2.715076, -4.721542], [-6.134602, 0.588405, -3.490322], [3.190841, 0.994254, 5.443501], [3.895792, 1.682118, 3.537774], [7.389073, 0.557956, 1.095899], [0.032877, 1.496294, 2.303628], [-0.207937, -5.565816, -0.428167], [5.266380, 0.355242, 1.274180], [3.059927, -2.184690, 1.401244], [-7.805603, 2.486416, -2.976488], [-3.920042, 2.343307, 1.628805], [3.991682, 0.891937, -0.682783], [0.918805, 2.581720, -1.376951], [-4.637736, -0.570434, -4.525249], [6.434291, 0.653629, 0.589897], [-0.512270, -0.533142, -0.123892], [4.029066, 0.471790, 0.642525], [-5.932553, 0.625437, -1.091106], [-2.491524, -2.521795, 4.293035], [2.307898, 4.406431, 1.280667], [3.831878, 1.668260, 6.002075], [-6.241618, 1.006011, -0.125381], [1.014038, -5.746151, -2.567164], [1.471094, -0.680080, 5.379832], [1.014763, 4.669914, 1.703005], [-1.392909, 0.500868, -2.409700], [-7.682869, 2.460423, -1.325816], [2.317474, -4.598423, -4.373751], [-4.879051, 1.605144, 1.753024], [5.162934, 1.151292, -1.382450], [-2.617722, -1.916798, -3.843676], [-1.907080, 1.073543, -3.505991], [-0.695946, -5.284215, 1.575964], [3.243824, 0.985869, 4.054213], [-0.816202, 3.777838, 2.408412], [-6.583719, 1.042393, -2.253200], [0.973848, -1.433018, 3.422322], [2.965787, 5.224160, 1.000867], [0.642245, 5.687620, 1.746364], [-2.054207, -0.677468, 2.736356], [-2.010643, -2.725195, 3.342087], [2.449241, 0.047757, 1.482268], [-1.014080, -4.274972, 1.808725], [-0.764262, -3.224829, 0.928714], [-1.759148, -1.682938, 2.458047], [-4.317000, -0.510440, -0.269325], [-2.912690, -1.623449, -2.464783], [2.775013, 3.093277, 1.206935], [-5.031956, -0.250277, -3.569155], [2.962077, -0.371695, -4.083545], [-4.845867, -0.220173, -1.170217], [3.285604, -2.519170, -5.288620], [-1.125749, -1.907562, 1.238165], [0.376565, -2.311937, -0.932164], [-0.353475, 1.009904, -1.698590], [-7.696371, 1.898879, -2.164402], [-0.045049, -3.412038, -0.338637], [1.565280, -0.730105, 3.998028], [-2.729235, 1.470508, 1.055545], [-3.056713, -2.723397, -1.550751], [0.685364, 2.307190, 2.002639], [-1.372013, 2.243567, -3.833070], [-1.856143, 0.835929, 0.651995], [2.297847, 0.168290, 6.110443], [1.132240, -2.388256, -2.063559], [-4.395880, -0.655938, -2.412436], [7.309114, 1.250789, -1.285754], [0.129888, 2.192557, -2.016382], [1.377627, -3.620201, -2.702310], [2.147653, -3.645307, -3.884332], [-0.363253, 2.875844, -3.119492], [3.032979, 1.025871, -1.174715], [-1.637733, -4.023770, 3.019635], [-1.818796, -4.833961, 3.716275], [2.487870, -1.272300, -3.712952], [2.685766, -2.493407, -4.386697], [5.305414, -0.015656, 2.290654], [3.794265, 2.940014, 0.871635], [0.201706, 3.603721, 2.075501], [-6.634752, 0.915718, -4.396381], [0.185704, -4.687401, -0.917266], [1.108727, -0.156340, 0.703167], [-1.837657, -0.618891, -1.801129], [2.454911, 0.104579, 3.323975], [6.391960, 1.040605, -0.746935], [2.239110, 0.188309, 7.193284]], "atomic_forces_ev_per_a": [[0.02, 0.00, 0.00], [0.00, -0.03, 0.03], [0.00, -0.07, -0.05], [0.04, 0.15, 0.04], [0.01, 0.01, 0.00], [0.01, -0.01, 0.03], [0.00, -0.01, 0.00], [-0.04, 0.02, -0.01], [-0.03, -0.03, -0.04], [-0.01, -0.01, 0.00], [-0.01, -0.01, 0.00], [0.00, 0.01, 0.00], [-0.01, -0.02, 0.01], [0.00, 0.00, -0.01], [-0.01, 0.00, 0.00], [0.01, 0.00, -0.01], [0.02, 0.00, -0.03], [0.04, -0.07, 0.02], [0.00, 0.01, -0.02], [0.00, -0.01, -0.05], [0.01, 0.04, -0.05], [-0.01, 0.00, -0.01], [-0.01, 0.00, 0.03], [-0.02, -0.01, 0.01], [-0.23, -0.40, -0.13], [-0.05, 0.01, 0.02], [-0.03, 0.04, -0.03], [0.00, 0.00, 0.00], [0.00, 0.02, 0.01], [-0.01, -0.01, 0.00], [-0.01, -0.01, 0.01], [-0.01, 0.00, 0.01], [0.00, -0.01, -0.02], [0.02, 0.00, -0.01], [0.01, 0.13, 0.00], [0.00, 0.00, 0.02], [0.00, 0.01, 0.00], [-0.03, -0.01, 0.02], [-0.01, 0.01, 0.00], [-0.01, 0.06, -0.03], [0.01, -0.02, 0.10], [0.00, 0.01, 0.00], [0.02, 0.02, 0.01], [0.01, 0.00, 0.00], [0.03, 0.00, 0.02], [0.00, 0.00, 0.02], [-0.01, 0.00, 0.00], [0.01, 0.00, 0.00], [0.01, -0.01, -0.01], [-0.01, 0.00, 0.00], [0.16, -0.21, 0.01], [-0.01, 0.00, -0.03], [-0.01, 0.03, 0.07], [-0.02, 0.01, -0.01], [-0.02, 0.00, -0.03], [-0.21, 0.16, 0.04], [-0.03, -0.02, -0.03], [0.00, 0.00, -0.09], [0.00, 0.00, 0.00], [0.04, -0.02, 0.01], [-0.01, 0.00, 0.01], [-0.07, -0.04, -0.06], [-0.31, 0.18, 0.04], [-0.08, -0.04, 0.04], [0.00, -0.01, 0.00], [0.10, 0.05, -0.08], [0.03, 0.01, 0.04], [0.01, 0.13, 0.06], [0.01, 0.03, 0.03], [-0.02, 0.01, -0.02], [0.03, 0.00, 0.01], [0.15, -0.12, 0.07], [-0.01, -0.01, 0.01], [0.12, -0.06, 0.04], [0.05, -0.10, 0.09], [-0.01, 0.00, 0.00], [0.02, 0.02, -0.05], [-0.01, 0.11, 0.05], [0.02, 0.00, -0.01], [0.00, 0.01, 0.00], [0.05, -0.01, 0.05], [0.00, -0.01, 0.00], [0.00, 0.00, 0.00], [-0.03, 0.03, 0.08], [0.02, -0.06, -0.05], [0.01, 0.00, -0.01], [0.00, -0.02, -0.01], [-0.02, -0.03, 0.01], [0.01, 0.00, 0.01], [0.00, -0.03, -0.02], [0.09, 0.46, 0.06], [0.25, -0.31, -0.19], [-0.04, -0.01, -0.01], [0.00, 0.00, 0.00], [0.00, 0.01, -0.01]], "lowdin_charge": [-0.01, 0.00, 0.00, -0.22, 0.09, 0.09, 0.09, 0.00, 0.07, 0.10, -0.05, -0.11, 0.10, 0.09, 0.09, 0.10, -0.13, 0.12, 0.07, -0.44, -0.12, 0.12, 0.11, -0.11, 0.73, -0.40, -0.02, 0.09, -0.12, 0.09, 0.10, 0.11, -0.09, -0.13, -0.45, 0.08, 0.10, -0.01, -0.10, -0.31, 0.16, 0.10, -0.09, 0.09, -0.32, 0.07, 0.08, 0.08, 0.09, -0.10, 0.41, -0.04, -0.19, -0.10, 0.12, 0.60, -0.11, -0.07, 0.10, -0.04, 0.09, -0.14, 0.09, 0.04, 0.07, -0.22, -0.12, -0.17, -0.29, -0.10, -0.13, 0.10, -0.12, -0.18, -0.29, 0.08, -0.09, -0.15, -0.04, -0.06, 0.09, -0.10, 0.09, -0.07, -0.09, 0.09, 0.09, -0.09, 0.10, 0.02, -0.54, -0.15, -0.34, -0.13, 0.08]}

***

{"formula": "C2H8N2O2", "method": "wB97M-V/def2-TZVPD", "e_lumo_ev": [-3.72, -8.93], "homo_energy_ev": [-14.893, -14.891], "e_above_lowest_ev": 0.828, "spin_multiplicity": 2, "total_charge": 1, "symbols": ["H", "H", "O", "C", "H", "H", "N", "N", "H", "H", "C", "H", "H", "O"], "xyz": [[-1.119128, -0.357274, 1.913602], [1.128402, -2.315648, 1.159646], [-0.142293, 2.313020, -3.158830], [0.366914, -1.878040, 1.905687], [-0.280578, 1.295995, -1.124181], [0.228224, 1.586514, -3.814004], [-0.201111, -0.591509, 1.450841], [-0.636169, 0.978914, -0.230960], [-1.028087, 1.577335, 0.507238], [0.679399, 2.905280, -2.981663], [0.098126, -0.171984, 0.113398], [0.633425, -1.919683, 3.050133], [-0.538653, -2.570604, 1.820755], [0.811527, -0.852319, -0.611658]], "atomic_forces_ev_per_a": [[1.25, 0.25, -0.58], [-0.96, 1.23, 1.43], [3.25, -0.95, -1.01], [-0.30, -0.80, 0.16], [-0.62, 1.02, -0.45], [-1.10, 2.29, 1.91], [-0.05, -2.53, 1.35], [1.90, -2.54, 1.22], [0.37, -0.21, -0.93], [-2.07, -1.46, -0.65], [-0.78, 1.48, -2.16], [-0.38, 0.45, -2.23], [0.77, 0.52, 0.21], [-1.28, 1.27, 1.72]], "lowdin_charge": [0.20, 0.14, -0.14, 0.01, 0.08, 0.11, 0.19, 0.22, 0.14, 0.09, -0.48, 0.16, 0.15, 0.14]}

***

{"formula": "H24NiO28S4Zn2", "method": "wB97M-V/def2-TZVPD", "e_lumo_ev": [2.59, 2.59], "homo_energy_ev": [-1.533, -1.533], "spin_multiplicity": 3, "total_charge": -2, "symbols": ["H", "O", "O", "O", "O", "H", "O", "H", "O", "O", "O", "H", "H", "H", "O", "S", "H", "S", "O", "O", "H", "H", "O", "O", "H", "O", "H", "O", "H", "H", "Ni", "O", "H", "Zn", "H", "S", "O", "O", "O", "S", "H", "O", "O", "H", "Zn", "H", "O", "H", "O", "H", "O", "H", "O", "O", "O", "H", "H", "H", "O"], "xyz": [[-3.177478, 0.203326, -0.908391], [0.997380, -3.291076, -1.549220], [0.290148, 1.048052, -4.004389], [1.784267, 3.358461, -1.263861], [-1.721311, 0.913482, -0.240670], [-2.700434, -1.205832, 2.518106], [2.678181, -3.813576, -3.272999], [2.143174, 2.773574, -0.529485], [2.251048, 0.187067, 3.372536], [-1.088785, 2.731866, -2.283809], [4.230486, 3.996018, 2.431762], [-0.949605, -4.763795, -0.220857], [-1.580031, 2.086108, -1.729596], [-2.631035, 1.951075, 0.636776], [2.756954, -4.887030, -1.072073], [-0.355333, 0.288810, -0.040856], [0.120557, 4.244774, 2.177707], [-0.019254, -0.419087, -4.440809], [-0.143132, 3.320880, 2.209105], [-0.548276, -1.135135, -0.281644], [0.109899, 0.725620, 4.938172], [2.203835, -0.226373, -0.724584], [-1.096724, -0.321778, -5.431255], [-3.012067, -1.464526, 1.646789], [-3.510062, -1.499745, -1.833578], [1.195452, -0.992581, -4.971111], [-4.171503, 0.811894, -1.948188], [-0.377159, 1.047069, 4.164351], [2.338238, -0.771937, 3.392875], [0.324015, -2.572513, 3.133444], [0.994129, 1.741044, 2.799000], [-2.818159, -2.193952, -1.843063], [-3.874856, 2.889529, 0.477957], [-0.740878, -2.477401, -1.789077], [-1.697878, 3.445597, -2.490770], [3.915599, 2.585285, 2.151910], [2.812284, -0.967934, -0.589447], [-4.015742, 0.024745, -1.420154], [0.624107, 0.840751, -0.990918], [1.902720, -4.392805, -2.176737], [2.287633, -1.773187, -0.805276], [2.387769, 2.536744, 1.840050], [4.569796, 2.062888, 0.967706], [-0.737781, -3.551399, 0.735845], [0.986965, 1.995171, -2.564505], [-2.349163, -1.097441, 1.034122], [4.064588, 1.734895, 3.377895], [1.735578, 4.230226, -0.863627], [-0.198490, -2.569464, 2.325922], [-3.206206, -2.951583, -2.300043], [0.142371, 0.499897, 1.348177], [-1.243925, 0.626822, 4.202453], [-0.525956, -1.147025, -3.212559], [-3.167773, 2.673949, 1.092096], [-1.120160, -3.818012, -0.120014], [-1.092518, 3.312936, 1.942859], [3.093730, 0.563129, 3.741402], [0.007183, -1.722657, 1.883985], [0.923586, -5.423845, -2.629433]], "atomic_forces_ev_per_a": [[-0.65, -0.03, -0.52], [0.36, 0.76, 0.03], [0.25, 0.57, 0.21], [0.83, -1.29, 0.82], [1.07, 0.43, 0.16], [0.13, -0.13, -0.08], [-0.36, -0.25, 0.45], [-0.25, 0.69, -0.44], [-0.86, -0.87, 1.23], [-0.42, 0.29, 0.39], [-0.23, -0.85, 0.00], [0.47, 0.29, -0.25], [0.43, 0.05, -0.04], [-0.51, 0.67, 0.45], [-0.53, 0.29, -0.46], [-0.33, -0.33, -0.03], [0.46, -0.11, 0.04], [-0.15, -1.36, -0.90], [-1.63, 0.54, -0.22], [0.18, 0.39, 1.20], [-0.06, -0.04, -0.27], [0.35, -0.61, 0.04], [0.31, 0.33, 0.85], [-0.04, 0.40, -0.16], [0.49, 0.32, -0.12], [-0.34, 0.35, 0.50], [0.12, -0.13, -0.18], [-0.05, -0.04, 1.03], [-0.31, 0.10, -0.46], [0.10, -0.14, -0.19], [0.68, -1.20, -1.48], [-0.52, -1.19, -0.31], [0.01, -0.04, 0.07], [1.66, -0.45, -0.36], [0.15, -0.04, -0.12], [0.29, 0.48, 0.31], [-0.44, -0.14, 0.16], [0.23, 0.44, 0.72], [-0.15, 0.52, 0.42], [-0.23, -0.79, -0.07], [0.28, 0.31, -0.21], [-0.46, 0.65, -0.39], [-0.03, 0.07, 0.42], [0.08, -0.04, -0.35], [-1.25, -0.87, -0.18], [-0.23, -0.43, 0.18], [0.70, 0.84, -0.17], [-0.10, 0.09, -0.24], [-0.05, 0.58, 0.19], [0.06, 0.13, 0.15], [-0.82, -0.05, -0.34], [0.07, 0.10, -0.43], [0.21, 1.30, -0.79], [0.70, -0.39, -0.19], [-1.07, -0.47, 0.63], [0.58, -0.31, 0.16], [0.39, 0.72, -0.97], [0.06, -0.38, -0.01], [0.36, 0.24, 0.14]], "lowdin_charge": [0.03, -0.48, -0.46, -0.03, -0.39, 0.02, -0.38, 0.09, -0.08, -0.05, -0.39, 0.08, 0.04, 0.00, -0.43, 0.45, 0.09, 0.36, -0.03, -0.31, 0.09, -0.03, -0.37, -0.05, 0.03, -0.31, 0.06, -0.02, 0.08, 0.04, 0.71, -0.04, 0.02, 0.71, 0.07, 0.34, -0.07, -0.06, -0.35, 0.28, 0.02, -0.46, -0.34, 0.03, 0.89, -0.01, -0.41, 0.09, -0.04, 0.08, -0.32, 0.09, -0.40, -0.10, -0.05, 0.08, 0.02, 0.02, -0.46]}